C29H77F3MnN7O10S as an isolated structure at a distorted geometry, computed with the ωB97M-V functional and the def2-TZVPD basis.

Structure (ORCA input):
```
! wB97M-V def2-TZVPD RIJCOSX def2/J DEFGRID3
* xyz 1 6
C -4.961 5.959 -8.367
C -7.711 12.513 -11.773
H -4.197 5.628 -3.512
N -7.121 10.859 -13.501
H -3.145 4.829 -10.721
C -8.675 3.606 -11.900
C -6.608 2.611 -6.670
H -8.843 4.526 -9.068
H -2.685 -0.079 -8.775
C -6.853 11.299 -12.119
C -9.315 8.384 -3.175
H -6.761 9.914 -13.581
N -4.141 2.987 -4.110
C -6.876 9.389 -8.938
H -9.291 3.343 -12.765
N -5.139 1.697 -10.409
H -8.252 4.602 -12.068
H -8.937 6.509 -4.217
C -2.949 3.683 -13.772
O -6.620 10.404 -9.863
C -5.020 3.695 -3.180
H -7.486 12.787 -10.746
H -1.193 5.595 -6.250
N -3.578 4.326 -11.491
H -10.191 2.603 -10.756
F -4.589 7.222 -8.432
H -3.508 2.759 -13.896
H -7.628 2.979 -6.799
C -6.337 2.930 -2.997
H -6.175 9.489 -8.100
H -8.165 1.706 -1.502
H -8.223 7.268 -1.799
H -2.104 3.739 -14.458
H -8.763 3.202 -0.776
H -9.223 7.565 -7.148
H -2.143 2.850 -11.996
N -0.979 4.158 -8.447
H -9.021 2.954 -2.505
C -1.588 2.262 -7.031
C -1.716 3.753 -7.231
H -4.498 1.271 -7.104
H -10.350 5.666 -10.709
F -5.459 5.748 -7.144
H -1.659 5.816 -12.537
N -8.427 8.238 -2.040
O -1.569 4.097 -4.821
O -7.545 6.082 -9.028
H -1.068 5.168 -8.561
C -3.176 0.534 -9.541
H -10.316 8.121 -2.808
H -4.559 2.529 -10.596
H -4.547 3.629 -2.190
H -4.141 5.001 -11.997
H -6.755 3.552 -13.560
H -8.124 10.810 -13.649
H -1.753 4.548 -2.869
O -5.951 6.438 -10.811
H -4.929 1.052 -11.167
F -3.934 5.130 -8.530
H -6.941 2.961 -3.914
H -0.333 6.827 -10.952
H -10.865 7.314 -7.188
H -2.566 1.408 -9.753
H -3.520 3.653 -4.561
H -3.651 2.204 -3.709
H -7.558 13.305 -12.508
C -10.011 7.098 -6.543
H 0.348 5.869 -9.580
H -5.544 5.116 -4.642
C -8.327 2.772 -1.675
N -8.930 3.547 -9.372
H -5.287 0.100 -9.130
H -4.113 2.704 -8.035
H -5.898 2.107 -12.981
H -11.357 4.533 -9.859
S -6.302 5.637 -9.656
H -8.776 12.314 -11.932
H -0.642 1.922 -6.608
H -3.191 -0.251 -10.304
C -10.719 4.642 -10.739
O -10.193 7.739 -5.316
H -1.513 3.822 -9.248
O -6.181 4.207 -9.901
O -6.172 2.166 -7.955
C -1.177 4.876 -3.736
H -1.455 5.938 -3.813
H -0.465 4.542 -12.853
H 0.006 4.423 -6.056
C -4.774 1.834 -7.999
H -10.208 10.092 -4.197
Mn -7.173 2.384 -9.786
H -5.985 1.937 -2.696
H -9.526 10.472 -2.616
H -5.781 11.512 -12.039
H -9.758 3.277 -8.830
C -9.090 7.573 -4.447
C -9.391 9.861 -3.510
H -7.838 9.513 -8.424
C -2.446 3.840 -12.348
H -0.116 4.882 -3.466
H -1.747 1.627 -7.907
H -6.050 3.451 -6.256
H -6.678 8.385 -9.323
O -7.171 3.512 -2.025
H -2.331 1.934 -6.295
O -7.528 2.742 -11.800
H -3.663 4.486 -13.971
H -7.513 8.600 -2.321
H -6.611 9.221 -11.621
C -1.304 4.833 -12.205
C -6.860 2.600 -13.034
H -2.752 4.120 -7.249
H -5.915 5.673 -3.014
C -9.642 3.548 -10.705
C 0.070 5.863 -10.631
H -8.187 7.918 -4.972
H -7.474 1.986 -13.704
C -1.093 4.509 -6.081
C -5.171 5.154 -3.615
C -7.048 10.117 -11.166
O -0.839 4.808 -10.874
H -11.315 4.441 -11.630
H -9.850 6.020 -6.475
H 1.009 5.742 -11.184
H -8.142 9.960 -11.128
C -4.616 0.959 -9.210
H -8.514 10.324 -3.979
H -6.578 1.763 -5.985
*
```

Output
lowest unoccupied orbital energy (spin up / spin down)	-2.921 / -3.449	eV
energy above the lowest of the compared OMol25 structures with the same formula, charge and spin	69.8	kcal/mol
HOMO-LUMO gap (spin up / spin down)	7.718 / 7.189	eV
maximum force	2.6	eV/A
E_tot	-4135.3207	a.u.
⟨S²⟩	8.753

=====

A 3-piece molecular cluster, C18H44FN5O5P2 overall at a distorted geometry, computed with the ωB97M-V functional and the def2-TZVPD basis.

Structure (ORCA input):
```
! wB97M-V def2-TZVPD RIJCOSX def2/J DEFGRID3
* xyz 0 1
O -1.207 0.092 -7.365
P -1.690 0.149 -0.801
C 0.816 -2.518 -5.892
H -2.902 -0.300 3.486
C -3.910 0.096 3.402
C 0.060 0.589 5.477
H 7.895 -0.454 0.379
N -1.267 1.164 5.592
C 4.912 -0.519 0.073
O 6.017 -1.272 0.525
N -2.579 -2.730 -1.672
H 1.876 0.200 1.322
H 4.568 0.503 1.896
H -2.999 -2.563 -0.762
C -1.098 1.454 -1.940
H -4.118 2.405 0.937
N -0.646 -1.016 -0.054
N -0.071 -1.398 -6.132
H -0.205 -2.549 -8.644
C -3.650 -0.240 1.075
C 2.722 0.655 0.802
H 1.187 -1.447 -8.594
C -3.492 0.210 -0.354
H -4.002 0.940 4.082
H -1.761 -3.307 -1.525
N -4.196 0.580 2.043
H -1.755 1.405 4.745
C -1.340 1.115 8.045
H 0.725 1.955 -0.082
C -1.981 1.437 6.716
C -3.972 2.032 1.940
H -1.454 2.424 -1.596
H 0.724 0.509 -2.648
H -0.296 -0.968 -9.435
O -3.098 1.921 6.634
H 0.205 -0.558 0.253
C 1.304 1.754 -0.979
C 2.366 0.661 -0.688
C 0.098 -1.504 -8.577
H -1.090 -1.355 0.796
H 4.385 -1.130 -0.655
H -0.415 1.678 8.175
H -2.033 1.388 8.834
H 3.228 0.875 -1.311
H 1.182 -2.931 -6.825
H -2.962 2.288 2.255
H -0.473 -0.941 -5.326
H 6.735 0.525 1.296
H 3.751 -1.028 1.778
C -0.453 -0.865 -7.322
H 0.472 0.379 6.458
H -4.670 2.545 2.596
H 1.858 2.671 -1.189
C 3.988 -0.126 1.217
O -0.651 -1.615 -3.063
H 2.765 1.677 1.173
H 7.391 -0.968 2.003
H -4.015 -0.504 -0.989
H 0.283 -3.300 -5.346
C 7.062 -0.493 1.082
H 1.666 -2.192 -5.290
H -3.883 1.193 -0.592
F -1.412 1.213 0.545
P -2.187 -1.257 -2.490
H 0.593 2.216 -2.953
C 0.410 1.449 -2.200
H -4.643 -0.640 3.715
H 1.924 -0.296 -0.963
H 5.266 0.378 -0.448
H 0.020 -0.343 4.909
H -1.607 1.257 -2.887
O -3.338 -1.412 1.327
H -1.120 0.049 8.120
H -0.536 -2.567 -3.074
H 0.727 1.280 4.958
*
```

Output
lowest unoccupied orbital energy	0.421	eV
HOMO-LUMO gap	7.894	eV
maximum force	1.5	eV/A
SMILES	COCCCCCCCP(N)(F)(CC(=O)N(C)C)P(N)O.CNC(C)=O.CNC(C)=O
E_tot	-2144.8447	a.u.

=====

C5H10 as an isolated structure at a distorted geometry, computed with the ωB97M-V functional and the def2-TZVPD basis.

Structure (ORCA input):
```
! wB97M-V def2-TZVPD RIJCOSX def2/J DEFGRID3
* xyz 0 1
H -0.883 1.890 -0.477
C -0.428 -0.747 0.478
C -0.849 -2.189 0.530
C 1.261 1.747 0.001
H -1.167 -2.574 -0.503
H -0.045 -0.338 1.425
H 1.084 1.513 0.955
C 0.060 1.367 -0.810
H 1.377 2.922 -0.142
H -0.369 -0.773 -1.518
H -1.812 -2.217 1.229
H 1.837 1.109 -0.195
H 0.002 -2.928 1.364
C -0.347 -0.083 -0.617
H 0.277 1.301 -1.719
*
```

Output
lowest unoccupied orbital energy	1.139	eV
energy above the lowest of the compared OMol25 structures with the same formula, charge and spin	111.7	kcal/mol
HOMO-LUMO gap	10.249	eV
maximum force	14.1	eV/A
E_tot	-196.3303	a.u.